Here is C22H36N4O3 in the gas phase from the OMol25 dataset. Energies are from ωB97M-V/def2-TZVPD.

Results
Net charge   0
LUMO   0.57 eV
SMILES   COCCCCC(=O)N[C@H]1CC[C@@H](N(C)C(=O)c2cnc3n2CC[C@@H](C)C3)CC1
Spin multiplicity   1
Calculated total energy   -35503.08041 eV
Gap between HOMO and LUMO   9.2 eV
HOMO   -8.58 eV
ΔE to the lowest compared entry with this formula, charge and spin   5.45 kcal/mol

Last columns: bonded neighbours and bond lengths (Å).
Cartesian coordinates (Å):
1 C 3.618 -5.314 5.118  O2 1.407, H30 1.088, H31 1.096, H32 1.097
2 O 3.672 -4.765 3.824  C1 1.407, C3 1.414
3 C 4.867 -5.109 3.151  O2 1.414, C4 1.513, H33 1.101, H34 1.098
4 C 4.849 -4.497 1.767  C3 1.513, C5 1.524, H35 1.094, H36 1.092
5 C 4.778 -2.975 1.806  C4 1.524, C6 1.534, H37 1.092, H38 1.094
6 C 4.845 -2.333 0.414  C5 1.534, C7 1.516, H39 1.093, H40 1.090
7 C 3.730 -2.836 -0.482  C6 1.516, O8 1.219, N9 1.360
8 O 3.895 -3.711 -1.314  C7 1.219
9 N 2.510 -2.282 -0.248  C7 1.360, C10 1.459, H41 1.006
10 C 1.318 -2.704 -0.977  N9 1.459, C11 1.526, C29 1.532, H42 1.091
11 C 0.070 -2.342 -0.177  C10 1.526, C12 1.529, H43 1.094, H44 1.092
12 C -0.176 -0.833 -0.133  C11 1.529, C13 1.528, H45 1.090, H46 1.098
13 C -0.211 -0.249 -1.545  C12 1.528, N14 1.470, C28 1.523, H47 1.092
14 N -0.502 1.192 -1.519  C13 1.470, C15 1.451, C16 1.364
15 C 0.610 2.120 -1.433  N14 1.451, H48 1.084, H49 1.093, H50 1.092
16 C -1.817 1.542 -1.422  N14 1.364, O17 1.228, C18 1.480
17 O -2.691 0.699 -1.246  C16 1.228
18 C -2.191 2.960 -1.621  C16 1.480, C19 1.372, N22 1.383
19 C -1.720 3.943 -2.454  C18 1.372, N20 1.364, H51 1.078
20 N -2.544 5.030 -2.439  C19 1.364, C21 1.318
21 C -3.504 4.723 -1.590  N20 1.318, N22 1.354, C27 1.492
22 N -3.349 3.481 -1.073  C18 1.383, C21 1.354, C23 1.463
23 C -4.289 2.825 -0.165  N22 1.463, C24 1.520, H52 1.090, H53 1.088
24 C -5.196 3.860 0.482  C23 1.520, C25 1.527, H54 1.092, H55 1.096
25 C -5.780 4.821 -0.551  C24 1.527, C26 1.521, C27 1.528, H56 1.097
26 C -6.815 5.754 0.059  C25 1.521, H57 1.093, H58 1.091, H59 1.091
27 C -4.634 5.608 -1.185  C21 1.492, C25 1.528, H60 1.096, H61 1.091
28 C 1.063 -0.571 -2.316  C13 1.523, C29 1.527, H62 1.093, H63 1.093
29 C 1.265 -2.084 -2.376  C10 1.532, C28 1.527, H64 1.090, H65 1.094
30 H 2.675 -5.007 5.567  C1 1.088
31 H 3.660 -6.409 5.089  C1 1.096
32 H 4.446 -4.952 5.740  C1 1.097
33 H 5.731 -4.742 3.725  C3 1.101
34 H 4.955 -6.202 3.087  C3 1.098
35 H 5.750 -4.814 1.234  C4 1.094
36 H 4.002 -4.901 1.209  C4 1.092
37 H 3.858 -2.673 2.310  C5 1.092
38 H 5.605 -2.587 2.409  C5 1.094
39 H 4.791 -1.246 0.508  C6 1.093
40 H 5.783 -2.586 -0.080  C6 1.090
41 H 2.441 -1.528 0.413  N9 1.006
42 H 1.396 -3.787 -1.081  C10 1.091
43 H -0.787 -2.821 -0.659  C11 1.094
44 H 0.138 -2.752 0.833  C11 1.092
45 H -1.128 -0.620 0.354  C12 1.090
46 H 0.598 -0.324 0.456  C12 1.098
47 H -1.052 -0.711 -2.064  C13 1.092
48 H 0.249 3.096 -1.127  C15 1.084
49 H 1.324 1.775 -0.682  C15 1.093
50 H 1.136 2.220 -2.384  C15 1.092
51 H -0.847 3.907 -3.085  C19 1.078
52 H -4.869 2.097 -0.733  C23 1.090
53 H -3.723 2.267 0.577  C23 1.088
54 H -5.992 3.335 1.014  C24 1.092
55 H -4.635 4.438 1.225  C24 1.096
56 H -6.259 4.222 -1.335  C25 1.097
57 H -6.370 6.348 0.861  C26 1.093
58 H -7.212 6.444 -0.687  C26 1.091
59 H -7.651 5.193 0.480  C26 1.091
60 H -4.265 6.344 -0.461  C27 1.096
61 H -4.965 6.169 -2.060  C27 1.091
62 H 0.993 -0.159 -3.326  C28 1.093
63 H 1.938 -0.113 -1.846  C28 1.093
64 H 2.182 -2.329 -2.911  C29 1.090
65 H 0.437 -2.545 -2.924  C29 1.094

Löwdin atomic charge list, values in e, 6 entries: atom 1 (C): -0.118, atom 2 (O): -0.193, atom 3 (C): -0.254, atom 4 (C): -0.175, atom 5 (C): -0.195, atom 6 (C): -0.113